ORCA calculation (wB97M-V/def2-TZVPD) on 2 unconnected molecules or ions with the total composition C24H22ClF13O6S at a distorted geometry.

The SMILES is CCCC1=C(CCC(F)(F)C(F)(F)C(F)(F)C(F)(F)S(F)(F)(F)(F)F)C(=O)C(C[C@H](C)Cl)=CC1=O.O=C1C=C(O)C(=O)C=C1O. The net charge is 0. As for the HOMO energy: -0.35259 Eh. For the total energy, the calculation gives -3535.71341 a.u. The calculation puts the gap between HOMO and LUMO at 8.2 eV. As for the energy above the lowest of the compared OMol25 structures with the same formula, charge and spin: 99.1 kJ/mol.

Structure (XYZ):
```
67
Properties=species:S:1:pos:R:3:forces:R:3:mulliken_charge:R:1
C 0.18056 -4.29734 0.50474 -0.0185 -0.3865 -0.2919 -0.994
C 1.61804 -4.34944 -0.04564 -0.2942 0.4087 0.3441 0.064
C 2.65684 -3.49589 0.77015 -1.0661 -0.5768 -0.2041 -1.385
C 1.96368 -2.33107 1.44397 0.8940 -1.3792 0.6792 1.006
C 1.44552 -1.28936 0.83758 -0.6817 0.5466 -0.2046 0.295
C 1.50985 -1.07781 -0.64218 -0.1080 1.1034 -0.4015 -0.322
C 0.13212 -0.84069 -1.29920 0.2412 -0.5546 0.5773 -1.001
C 0.07456 -1.24629 -2.76817 -0.6483 0.6347 1.1670 0.669
F -1.22452 -1.13857 -3.11840 -0.4194 -0.0341 -0.4878 -0.383
F 0.38747 -2.55378 -2.85923 0.4113 -0.2849 -0.4349 -0.195
C 0.88606 -0.31564 -3.74923 -0.2036 -0.7672 1.0189 0.700
F 1.22107 0.76056 -3.02474 0.3880 0.4558 0.4402 -0.323
F 0.07915 0.13905 -4.69445 -0.1215 -0.1464 -1.0425 -0.288
C 2.22272 -0.89851 -4.31746 -0.0740 1.7269 -0.4506 0.554
F 3.04108 0.17277 -4.41818 0.1157 0.7041 -0.5746 -0.349
F 2.85190 -1.65987 -3.45090 -0.1522 -1.4493 0.6609 -0.232
C 2.24134 -1.45189 -5.77419 0.3561 -0.8435 0.4143 0.512
F 1.87379 -0.54271 -6.62471 -1.3074 1.4703 -0.4696 -0.241
F 3.51070 -1.66025 -6.05163 1.3834 -0.6376 0.3862 -0.271
S 1.31406 -3.04724 -6.15761 0.4433 -1.1886 -1.8943 1.432
F 1.79950 -3.71930 -4.82227 -0.1984 0.3286 0.5790 -0.283
F -0.01694 -2.49754 -5.52932 -0.0030 0.2353 0.5914 -0.290
F 0.87570 -2.46653 -7.56630 -0.2678 0.0659 -0.0028 -0.313
F 2.60187 -3.64057 -6.87699 0.0252 -0.1343 0.0294 -0.320
F 0.55939 -4.38877 -6.51617 -0.1662 0.0908 0.1922 -0.298
C 0.78915 -0.28116 1.73305 -0.0939 -1.3103 -0.0199 -0.332
O 0.82576 0.88529 1.49823 -0.2321 1.9200 -0.5383 -0.628
C 0.11609 -0.79727 2.97023 -1.1064 0.7924 -0.1971 0.888
C -1.14676 -0.19725 3.53723 0.1448 0.2051 -0.0670 -1.802
C -1.01076 1.27039 3.94334 -0.3133 0.0455 0.3378 0.832
C 0.18647 1.56002 4.85561 -0.3238 0.2910 0.1780 -1.320
Cl -2.53184 1.66440 4.88952 0.0188 -0.1991 -0.1151 -0.303
C 0.66582 -1.81179 3.57499 1.2546 -1.5660 0.4231 -0.639
C 1.89073 -2.40638 2.96099 -1.3644 0.8797 -1.5847 -0.147
O 2.78789 -2.88597 3.56605 1.3035 -1.0379 1.4306 -0.555
H -0.36226 -3.40560 0.19555 0.1005 0.1084 0.1210 0.119
H 0.12613 -4.37560 1.59418 0.0908 0.0087 -0.0449 0.293
H -0.37658 -5.14255 0.08980 -0.0055 0.0550 0.0983 0.434
H 1.58185 -4.01798 -1.08403 0.0951 -0.1221 -0.0402 -0.077
H 1.91300 -5.39983 -0.03911 0.3042 0.1329 -0.0780 0.523
H 3.46170 -3.18145 0.10620 0.1131 -0.0009 0.1910 0.392
H 3.03041 -4.16818 1.54078 0.3882 0.3168 0.0218 0.335
H 2.11863 -0.18819 -0.84012 0.0943 -0.1310 0.0194 0.430
H 1.98673 -1.92005 -1.13422 0.0878 -0.0510 0.2039 0.287
H -0.59005 -1.50395 -0.81271 -0.0447 -0.0655 -0.2200 0.453
H -0.25788 0.16310 -1.14560 0.2403 0.1088 -0.1853 0.386
H -1.40938 -0.75876 4.43706 0.1382 -0.0337 -0.0245 0.447
H -1.98036 -0.35848 2.84803 0.0593 0.3093 -0.0992 0.416
H -1.05833 1.92266 3.07647 0.1190 0.0290 0.0576 0.383
H -0.15660 2.11818 5.72598 0.0280 0.0206 -0.0496 0.486
H 0.62844 0.64170 5.24437 0.1474 0.0392 -0.2122 0.287
H 0.92372 2.19811 4.36938 0.1315 -0.3383 -0.1634 0.279
H 0.29150 -2.24953 4.49304 0.0957 0.1095 0.0828 0.450
O -2.67380 8.19306 0.97499 -0.1725 -0.0455 -0.2614 -0.621
C -2.94938 7.07322 1.36535 0.3111 0.0811 0.5452 1.009
C -2.51179 6.54519 2.65001 -0.0247 0.1816 -0.2241 -0.846
C -2.83370 5.29729 3.01792 0.2932 0.2347 0.4474 0.506
O -2.44245 4.79912 4.19183 -0.3260 -0.2670 -0.4108 -0.604
C -3.64884 4.40485 2.12234 -0.2556 -0.0171 -0.4321 0.953
O -3.90290 3.27409 2.48554 0.1215 0.0486 0.1766 -0.546
C -4.10527 4.94570 0.84529 0.0374 -0.1569 0.1740 -1.070
C -3.78323 6.19291 0.48637 -0.3091 -0.2821 -0.3569 0.339
O -4.17999 6.72754 -0.66897 0.2497 0.2674 0.2485 -0.573
H -1.92511 7.19774 3.28108 0.0051 -0.0272 0.0178 0.432
H -2.77559 3.87798 4.26987 0.0890 0.1066 -0.0320 0.175
H -4.70452 4.30116 0.21770 0.0059 0.0093 -0.0061 0.429
H -3.81214 7.63292 -0.68308 -0.0237 -0.0383 -0.0328 0.355
```
Forces are in eV/Å.